# 1
The following is a DFT calculation (ωB97M-V/def2-TZVPD) of a 2-piece molecular cluster, C4H7N2O4 overall at a distorted geometry.

## Properties
Total charge: -1
Relative energy (zero: lowest compared OMol25 entry of this formula, charge and spin), kcal per mole: 32.65
LUMO energy (alpha / beta), Eh: 0.124 / 0.124
Orbital gap (alpha / beta), eV: 7.197 / 7.198
DFT total energy, eV: -15428.6951
Maximum force, eV/Å: 5.19
Highest occupied orbital energy (alpha / beta), hartree: -0.14090 / -0.14093

Positions of all 17 atoms, in Å:
N  -0.336  0.273  -0.193
C  -1.274  -0.690  -0.509
H  -1.633  -1.291  0.377
C  -0.572  0.150  2.356
C  0.248  0.432  1.059
H  -0.984  -1.458  -1.226
O  -0.676  -0.910  2.860
H  0.421  0.539  -2.176
N  2.162  -1.218  -0.169
H  -0.742  1.959  -1.391
C  0.084  1.105  -1.289
O  1.505  -1.581  -1.177
H  -2.288  -0.425  -0.759
H  0.877  1.254  1.091
O  3.394  -1.042  -0.267
H  0.957  1.689  -1.056
O  -1.142  1.213  2.469

What are the Mulliken partial charges on each atom? They are as follows, in elementary charge units:
1 N 0.3534
2 C -0.9920
3 H 0.2959
4 C 0.3541
5 C -0.0257
6 H 0.3097
7 O -0.6200
8 H 0.3579
9 N 0.1488
10 H 0.3095
11 C -1.0578
12 O -0.4682
13 H 0.4365
14 H 0.4471
15 O -0.5683
16 H 0.3221
17 O -0.6029

=====

# 2
The following is a DFT calculation (ωB97M-V/def2-TZVPD) of C4H7N2OS as an isolated structure at a distorted geometry.

## Properties
Total charge: +1
Relative energy (zero: lowest compared OMol25 entry of this formula, charge and spin), kcal per mole: 32.91
LUMO energy, Eh: -0.219
Orbital gap, eV: 5.554
DFT total energy, eV: -20116.0598
Maximum force, eV/Å: 1.56
Highest occupied orbital energy, hartree: -0.42306

Positions of all 15 atoms, in Å:
H  0.790  -1.225  -0.835
C  0.038  -0.854  -1.516
H  1.252  1.912  1.033
C  1.042  1.752  2.073
N  0.352  -0.476  -2.703
H  -0.985  -0.790  -1.171
H  1.307  -0.527  -3.044
H  -1.638  -0.035  2.248
N  1.789  2.300  2.982
C  -0.051  1.012  3.941
H  -0.729  0.543  4.625
C  -0.052  0.982  2.569
H  -0.348  -0.126  -3.352
O  -0.908  0.344  1.743
S  1.266  1.954  4.486

What are the Mulliken partial charges on each atom? They are as follows, in elementary charge units:
1 H 0.2977
2 C -0.0381
3 H 0.3516
4 C -0.5545
5 N -0.1466
6 H 0.2769
7 H 0.2992
8 H 0.3178
9 N -0.4805
10 C -0.3549
11 H 0.3471
12 C 0.7490
13 H 0.2996
14 O -0.4798
15 S 0.1155

=====

# 3
The following is a DFT calculation (ωB97M-V/def2-TZVPD) of a 2-piece molecular cluster, C4H7N2OS2 overall at a distorted geometry.

## Properties
Total charge: +1
Relative energy (zero: lowest compared OMol25 entry of this formula, charge and spin), kcal per mole: 13.95
LUMO energy, Eh: -0.176
Orbital gap, eV: 7.367
DFT total energy, eV: -30950.8966
Maximum force, eV/Å: 3.29
Highest occupied orbital energy, hartree: -0.44624

Positions of all 16 atoms, in Å:
C  -0.332  3.209  1.579
S  -1.817  1.104  2.515
H  0.490  -0.346  -1.837
N  -0.553  -0.005  0.326
C  0.133  -2.466  -1.698
C  0.854  -1.272  -1.459
H  0.280  4.062  1.529
S  -1.446  3.114  2.820
H  0.798  -3.344  -1.595
H  2.589  -0.424  -0.691
C  -0.717  1.054  1.013
H  -1.138  -0.776  0.650
O  1.901  -1.220  -0.738
N  -0.037  2.188  0.830
H  -0.439  -2.567  -0.706
H  -0.566  -2.312  -2.538

What are the Mulliken partial charges on each atom? They are as follows, in elementary charge units:
1 C 0.0820
2 S -0.0761
3 H 0.4284
4 N -0.4009
5 C -0.7954
6 C 0.2831
7 H 0.3990
8 S 0.0108
9 H 0.3627
10 H 0.4744
11 C 0.4146
12 H 0.1305
13 O -0.3960
14 N -0.4800
15 H 0.2536
16 H 0.3093

=====

# 4
The following is a DFT calculation (ωB97M-V/def2-TZVPD) of one molecule with the formula C4H7N2P at a distorted geometry.

## Properties
Relative energy (zero: lowest compared OMol25 entry of this formula, charge and spin), kcal per mole: 143.79
LUMO energy (alpha / beta), Eh: -0.030 / -0.030
Orbital gap (alpha / beta), eV: 6.109 / 6.137
DFT total energy, eV: -16523.5743
Maximum force, eV/Å: 3.39
Highest occupied orbital energy (alpha / beta), hartree: -0.25473 / -0.25512

Positions of all 14 atoms, in Å:
H  1.671  -0.775  1.952
H  -0.703  1.711  -2.731
N  -0.189  1.445  -1.847
H  -1.118  -1.542  1.356
C  0.380  0.074  0.555
C  -0.670  -0.178  -0.142
C  -1.557  -1.281  0.438
N  -0.991  0.564  -1.267
C  1.734  -0.012  1.113
H  -2.460  -0.866  0.778
P  1.256  2.249  -1.644
H  2.333  -0.403  0.228
H  -1.766  -2.015  -0.383
H  2.079  1.030  1.595

What are the Mulliken partial charges on each atom? They are as follows, in elementary charge units:
1 H 0.3220
2 H 0.3076
3 N -0.0465
4 H 0.3352
5 C 0.2714
6 C 0.4690
7 C -1.1919
8 N -0.5948
9 C -0.7850
10 H 0.3201
11 P -0.2158
12 H 0.2550
13 H 0.2939
14 H 0.2598